No. 1
Below is a molecular structure, C17H22N2Tm in a non-equilibrium geometry, with properties calculated with ωB97M-V with the def2-TZVPD basis set.

Values from the calculation:
Total charge ... -1
Orbital gap (spin up / spin down) ... 6.101 / 6.111 eV
Spin multiplicity ... 3
Energy ... -50495.0846 eV
Expectation value of S² ... 2.003

Cartesian coordinates (Å):
C -1.284 1.809 -0.417
C -0.494 1.591 -1.599
C 0.829 2.080 -1.348
C 0.849 2.620 -0.020
C -0.451 2.445 0.547
Tm 0.435 0.095 0.206
C 0.046 -1.600 -1.381
C -1.326 -1.513 -0.758
C -2.483 -1.817 -1.455
N -1.338 -1.080 0.526
H 1.649 2.088 -2.065
H -0.869 1.232 -2.551
H 1.685 3.160 0.425
H -0.789 2.812 1.517
H -2.361 1.641 -0.332
H 0.090 -1.187 -2.403
H -2.200 -1.210 1.061
H 0.425 -2.627 -1.352
H -2.369 -2.127 -2.491
H -3.446 -1.727 -0.965
C 2.774 -2.420 0.797
N 2.163 -3.087 1.924
C 3.091 -3.552 2.930
C 0.902 -2.555 2.433
C 1.041 -1.261 3.207
C 1.203 -1.314 4.604
C 1.508 -0.146 5.305
C 1.617 1.067 4.623
C 1.438 1.106 3.225
C 1.122 -0.053 2.551
H 3.763 -2.876 0.638
H 2.932 -1.327 0.948
H 2.179 -2.555 -0.122
H 3.603 -2.732 3.470
H 2.553 -4.164 3.664
H 3.857 -4.162 2.434
H 0.195 -2.431 1.593
H 0.499 -3.331 3.103
H 1.118 -2.284 5.098
H 1.624 -0.187 6.389
H 1.853 1.991 5.159
H 1.590 2.040 2.679

Atom charges from the Löwdin analysis, given in e for atoms 1 to 2:
1. C -0.210
2. C -0.213

---

No. 2
Below is 2 unconnected molecules or ions with the total composition C4H9N2, with properties calculated with ωB97M-V with the def2-TZVPD basis set.

Values from the calculation:
Total charge ... +1
Orbital gap ... 9.043 eV
Spin multiplicity ... 1
Energy ... -7265.3081 eV

Cartesian coordinates (Å):
C -0.139 -1.316 -3.199
N 0.516 -0.949 -2.178
H -1.222 -1.191 -3.195
H 0.259 -1.818 -4.080
H 1.488 -1.246 -2.289
C 0.601 0.672 1.733
C 0.678 0.448 3.038
C -0.957 0.783 -0.126
N -0.660 0.523 1.092
H 1.411 0.894 1.052
H -0.156 -0.038 3.531
H 1.602 0.641 3.559
H -1.961 0.542 -0.445
H -0.186 1.065 -0.832
H -1.402 0.069 1.617

Atom charges from the Löwdin analysis, given in e for atoms 1 to 2:
1. C -0.099
2. N 0.009

---

No. 3
Below is C4H9NO2 in the gas phase in a non-equilibrium geometry, with properties calculated with ωB97M-V with the def2-TZVPD basis set.

Values from the calculation:
Total charge ... 0
Orbital gap ... 10.359 eV
Spin multiplicity ... 1
Energy ... -9879.2994 eV

Cartesian coordinates (Å):
C -2.024 -0.223 -0.400
C -0.535 0.189 -0.634
O -0.396 1.513 -0.135
C 0.381 -0.811 0.075
C 1.857 -0.493 0.328
O 2.725 -1.333 0.148
N 2.100 0.722 0.889
H -2.257 -0.380 0.668
H -2.185 -1.158 -0.926
H -2.779 0.491 -0.779
H -0.330 0.204 -1.714
H -1.332 1.604 0.069
H -0.052 -1.002 1.065
H 0.362 -1.745 -0.490
H 3.066 0.977 1.034
H 1.397 1.444 0.803

Atom charges from the Löwdin analysis, given in e for atoms 1 to 2:
1. C -0.056
2. C -0.413